Entry from the Open Molecules 2025 dataset: a structure of composition C32H58IrN3O2P2 (wB97M-V/def2-TZVPD).

Summary:
⟨S²⟩ ... 8.801
Highest occupied orbital energy (alpha / beta) ... -14.4 / -17.7 eV
Energy relative to the best compared isomer or geometry (same formula, charge and spin) ... 0.00 kcal/mol
LUMO energy (alpha / beta) ... -8.59 / -12.39 eV

ORCA input file:
```
! wB97M-V def2-TZVPD RIJCOSX def2/J DEFGRID3
* xyz 3 6
C -1.43 -1.12 -2.07
C 0.64 -2.05 -1.10
C -1.55 -2.17 -2.93
C 0.59 -3.05 -2.16
C -0.53 -3.15 -3.06
H -2.41 -2.24 -3.53
H 1.44 -3.74 -2.27
H -0.56 -3.92 -3.75
N -0.43 -1.11 -1.14
P -1.61 1.58 -1.34
P 1.11 -1.16 1.43
C -2.38 0.05 -2.05
H -2.76 0.21 -3.05
H -3.23 -0.20 -1.43
C -0.16 1.99 1.38
O -0.17 2.95 2.03
C 1.55 -2.08 -0.11
H 2.44 -2.62 -0.13
C 2.68 -0.58 2.40
C 0.41 -2.75 2.18
C -0.68 2.38 -2.80
C -3.09 2.65 -0.87
C 2.77 0.95 2.40
H 1.95 1.40 2.97
H 3.71 1.24 2.87
H 2.76 1.37 1.38
C 2.62 -1.02 3.87
H 1.71 -0.64 4.36
H 2.68 -2.11 3.99
H 3.49 -0.59 4.40
C 3.92 -1.15 1.72
H 4.80 -0.83 2.29
H 3.94 -2.25 1.69
H 4.00 -0.76 0.71
C -0.14 -2.48 3.60
H -0.59 -1.48 3.67
H -0.92 -3.22 3.81
H 0.63 -2.59 4.36
C -0.76 -3.24 1.31
H -1.52 -2.45 1.17
H -0.43 -3.59 0.33
H -1.23 -4.09 1.81
C 1.51 -3.83 2.19
H 2.21 -3.78 1.33
H 2.11 -3.81 3.13
H 1.01 -4.82 2.11
C -2.60 4.06 -0.48
H -3.47 4.64 -0.14
H -1.88 4.01 0.35
H -2.14 4.61 -1.32
C -3.80 2.05 0.35
H -4.15 1.03 0.16
H -3.15 2.06 1.24
H -4.68 2.68 0.58
C -4.14 2.72 -2.00
H -4.37 1.73 -2.42
H -5.08 3.11 -1.56
H -3.87 3.40 -2.81
C 0.02 1.27 -3.60
H -0.69 0.61 -4.13
H 0.66 1.74 -4.36
H 0.66 0.65 -2.96
C 0.36 3.35 -2.24
H 1.16 2.81 -1.72
H 0.82 3.90 -3.09
H -0.07 4.08 -1.55
C -1.61 3.13 -3.77
H -2.42 2.50 -4.17
H -2.03 4.04 -3.33
H -1.00 3.46 -4.63
Ir -0.21 0.52 0.31
N 1.59 0.85 -0.75
C 2.55 0.38 -1.09
C 3.83 0.06 -1.92
C 4.34 -1.38 -1.84
C 3.35 0.30 -3.34
C 4.83 1.06 -1.36
H 4.61 -1.69 -0.81
H 3.58 -2.10 -2.21
H 5.24 -1.47 -2.47
H 2.87 1.26 -3.45
H 4.16 0.26 -4.06
H 2.64 -0.48 -3.62
H 5.83 0.70 -1.39
H 4.78 1.97 -1.91
H 4.62 1.30 -0.32
C -4.41 -1.04 2.62
N -3.28 -0.42 3.31
C -3.41 -0.15 4.74
C -2.18 -0.03 2.68
O -2.05 -0.21 1.43
H -4.65 -2.00 3.11
H -4.17 -1.22 1.56
H -5.30 -0.40 2.70
H -2.63 -0.67 5.30
H -3.31 0.92 4.94
H -4.39 -0.49 5.07
H -1.41 0.45 3.30
*
```

---

Entry from the Open Molecules 2025 dataset: the molecule C4H5NO (wB97M-V/def2-TZVPD).

Summary:
Structure (SMILES) ... [H]/N=C/OCC#C
Highest occupied orbital energy ... -10.0 eV
Energy relative to the best compared isomer or geometry (same formula, charge and spin) ... 78.58 kcal/mol
LUMO energy ... 0.73 eV

ORCA input file:
```
! wB97M-V def2-TZVPD RIJCOSX def2/J DEFGRID3
* xyz 0 1
H 3.07 0.28 0.28
N 2.09 0.25 0.00
C 1.45 -0.58 0.71
O 0.16 -0.83 0.52
C -0.40 -0.06 -0.53
C -1.85 -0.27 -0.56
C -2.79 0.42 -0.26
H 1.82 -1.19 1.53
H 0.10 -0.24 -1.48
H -0.27 1.00 -0.29
H -3.38 1.22 0.08
*
```

---

Max |F| per entry: 6.54 1.39 eV/Å
Calculated total energy per entry: -2354.7682 -285.2894 Ha